88
Properties=species:S:1:pos:R:3:forces:R:3 method="wB97M-V/def2-TZVPD" gap_ev=9.149 charge=-1 homo_energy_ev=-6.8
F -5.013 5.445 -1.072 -0.1 -0.2 0.3
C -6.489 6.188 2.243 1.2 0.5 1.7
C -6.879 4.919 1.547 0.1 1.7 -0.3
C -5.830 3.870 1.706 2.5 0.3 -0.8
O -6.514 2.682 1.991 5.4 -1.6 -1.3
C -7.668 2.980 2.225 -10.2 -2.4 2.0
O -8.561 2.142 2.460 1.9 1.8 -0.2
O -7.970 4.282 2.153 -0.8 0.1 0.3
H -5.959 5.943 3.200 -0.5 0.1 -0.5
H -7.228 6.939 2.516 -0.6 -0.4 -0.4
H -5.741 6.728 1.678 0.1 0.0 -0.5
H -7.090 5.144 0.478 0.1 -0.4 0.5
H -5.118 3.977 2.542 -0.1 0.6 -0.6
H -5.389 3.775 0.731 1.0 -0.1 -0.2
C -2.295 1.985 -2.101 1.8 -2.2 0.8
C -2.395 3.383 -1.523 -2.7 -1.1 -0.3
C -2.188 3.774 -0.052 -0.4 0.3 0.3
O -1.040 4.578 -0.098 0.8 0.0 0.1
C -0.594 4.648 -1.377 4.3 3.6 3.3
O 0.453 5.263 -1.570 -2.0 -1.5 -0.8
O -1.393 4.063 -2.151 0.2 0.8 -4.1
H -3.276 1.598 -2.069 -1.1 -1.0 -0.1
H -1.607 1.251 -1.582 -0.7 0.9 0.2
H -1.885 1.837 -3.133 -0.7 1.2 0.6
H -3.422 3.676 -1.836 0.8 0.9 0.1
H -1.983 2.929 0.543 0.2 -1.2 0.9
H -2.918 4.404 0.469 -0.6 -0.5 -0.8
C -8.631 5.079 -5.805 -2.4 -1.2 -0.2
C -8.891 5.793 -4.453 2.0 -2.1 -1.7
C -7.565 6.372 -3.899 0.0 -2.8 1.6
O -7.965 7.603 -3.516 -0.5 3.7 1.5
C -9.219 7.896 -3.949 1.0 7.4 2.3
O -9.792 8.993 -3.834 1.8 -3.0 0.1
O -9.658 6.939 -4.585 -3.8 -4.0 -3.0
H -8.347 4.101 -5.472 0.5 -0.9 0.1
H -7.846 5.371 -6.486 0.1 0.9 0.1
H -9.589 4.812 -6.404 1.4 1.0 1.0
H -9.377 5.025 -3.831 -0.1 0.8 0.2
H -6.798 6.413 -4.619 0.9 0.2 -1.3
H -7.081 5.875 -3.010 -0.7 0.0 -0.7
C 0.234 10.527 -0.996 1.8 -3.5 -0.9
O -0.697 10.125 -0.045 -2.5 -0.4 2.1
C -1.673 9.315 -0.425 -0.1 -4.7 -7.4
O -1.739 8.863 -1.769 0.1 2.9 7.8
O -2.401 8.739 0.537 1.8 2.3 0.4
C -3.152 7.551 0.280 -1.1 1.0 -2.3
H -0.217 11.131 -1.727 -0.4 0.6 -1.2
H 0.681 9.519 -1.402 -0.8 2.1 0.0
H 1.041 11.007 -0.488 0.2 0.6 0.5
H -3.860 7.788 -0.544 -0.1 -0.3 1.0
H -3.605 7.155 1.177 0.0 0.4 0.2
H -2.508 6.860 -0.178 1.0 -1.2 -0.3
C -8.989 11.239 2.650 0.3 3.1 -2.5
O -7.739 10.649 2.092 -1.5 -0.6 0.7
C -7.893 10.154 0.879 -5.1 -0.1 -6.5
O -8.932 10.478 -0.020 6.2 -1.9 5.9
O -6.939 9.230 0.544 -0.2 3.3 3.1
C -7.137 8.303 -0.432 -1.7 -2.8 -2.3
H -9.962 10.791 2.399 0.9 -0.1 -0.8
H -8.902 12.352 2.351 -0.8 -1.8 -0.4
H -9.050 11.426 3.675 1.3 -1.0 2.1
H -6.615 8.375 -1.372 0.3 1.4 -0.3
H -8.207 8.213 -0.674 0.3 0.1 0.0
H -6.765 7.300 -0.176 -0.1 0.4 0.9
C -3.714 6.887 -3.261 -0.6 0.3 -0.7
O -3.570 8.007 -4.179 0.8 0.5 -1.1
C -3.715 7.812 -5.466 -1.5 -5.8 -2.4
O -4.154 6.640 -6.080 2.3 6.6 3.3
O -3.313 8.888 -6.140 0.0 -0.1 2.5
C -3.188 8.814 -7.514 0.6 0.1 -1.1
H -3.633 6.017 -3.851 0.4 -1.2 -0.5
H -4.745 6.960 -3.029 -0.7 -0.2 1.3
H -3.005 6.915 -2.432 -0.3 0.6 -0.5
H -4.205 8.877 -7.884 0.1 -0.5 -0.9
H -2.591 7.917 -7.759 -0.8 0.2 -0.4
H -2.605 9.701 -7.840 -0.5 -0.4 0.3
C -7.132 1.337 -2.928 0.8 0.0 1.4
C -7.361 2.450 -1.922 0.0 0.8 -0.5
C -8.810 3.001 -1.901 0.5 -2.3 -0.9
C -9.731 2.185 -1.129 -0.7 -0.4 1.2
N -10.493 1.547 -0.541 0.6 0.4 -0.5
H -7.653 0.478 -2.533 -0.6 -0.5 -0.9
H -6.072 1.031 -2.964 -0.3 0.3 0.0
H -7.387 1.768 -3.884 -0.5 -0.7 -0.5
H -6.693 3.257 -2.238 -0.1 0.3 0.5
H -7.167 2.212 -0.886 0.6 -0.4 0.2
H -9.293 2.976 -2.865 0.2 0.3 -0.8
H -8.733 3.977 -1.571 -0.4 2.1 0.9


23
Properties=species:S:1:pos:R:3:forces:R:3 method="wB97M-V/def2-TZVPD" gap_ev=9.977 charge=+1 homo_energy_ev=-13.3 smiles=CNC[C@@H]([NH3+])CCO
C -1.469 -1.076 1.877 -0.2 0.1 1.1
N -1.970 -0.988 0.515 0.3 0.5 -0.5
C -1.288 0.007 -0.354 -0.4 -0.9 0.4
C 0.194 -0.255 -0.368 0.6 0.0 1.7
N 0.373 -1.693 -0.759 1.3 -0.5 -0.9
C 1.146 0.682 -1.112 -1.0 0.0 -0.4
C 1.868 1.717 -0.247 -1.7 1.0 -0.8
O 0.910 2.778 -0.049 0.0 -0.2 0.1
H -0.498 -1.573 1.862 -0.1 -0.1 0.3
H -1.383 -0.173 2.514 0.2 0.3 -0.9
H -2.148 -1.646 2.512 0.0 -0.6 -0.5
H -2.926 -0.660 0.508 -0.3 -0.5 0.2
H -1.492 0.986 0.043 0.2 0.8 -0.3
H -1.709 -0.157 -1.348 0.0 0.5 -0.1
H 0.517 -0.256 0.677 0.0 0.1 0.0
H 1.221 -2.097 -0.355 -0.1 0.1 0.2
H 0.552 -1.748 -1.763 -0.4 -0.1 -0.1
H -0.408 -2.298 -0.502 -0.6 0.2 0.1
H 1.867 0.159 -1.723 0.4 -0.5 0.0
H 0.513 1.200 -1.840 0.3 0.4 0.0
H 2.635 2.123 -0.899 0.7 -0.2 0.6
H 2.137 1.344 0.746 0.6 -0.1 -0.4
H 1.357 3.625 0.067 0.0 -0.2 0.1


39
Properties=species:S:1:pos:R:3:forces:R:3 method="wB97M-V/def2-TZVPD" gap_ev=11.278 homo_energy_ev=-11.2
O -0.827 -0.782 -4.811 -0.2 0.0 0.2
H -1.002 -1.263 -5.620 -0.1 -0.1 -0.2
H -0.052 -0.256 -5.008 0.3 0.2 0.0
O 1.907 -4.838 -1.974 0.3 0.0 0.0
H 1.388 -5.612 -2.191 -0.1 -0.2 0.0
H 1.297 -4.106 -2.069 -0.1 0.2 0.0
O 3.478 0.696 -3.897 -0.1 0.1 -0.2
H 4.410 0.528 -3.763 0.2 0.0 0.0
H 3.061 0.399 -3.089 -0.1 -0.1 0.3
O -3.233 -4.283 -2.651 -0.1 -0.1 0.2
H -3.149 -4.752 -3.481 0.0 -0.2 -0.2
H -2.730 -3.479 -2.777 0.1 0.3 0.0
O 0.921 -1.303 4.627 -0.1 -0.2 -0.1
H 0.318 -0.859 5.223 -0.2 0.1 0.2
H 1.639 -0.682 4.507 0.3 0.1 0.0
O 3.981 2.992 3.086 0.0 -0.2 0.1
H 4.613 3.509 2.587 0.2 0.1 -0.1
H 3.139 3.415 2.918 -0.3 0.1 0.0
O -4.076 2.428 -2.691 -0.1 0.0 0.2
H -3.721 3.237 -3.060 0.1 0.2 -0.1
H -3.790 1.743 -3.295 0.1 -0.2 -0.1
O -0.681 -5.683 4.281 0.0 -0.2 -0.2
H -0.315 -4.800 4.315 0.1 0.3 0.0
H -1.104 -5.800 5.132 -0.1 -0.1 0.2
O 0.752 5.578 -1.836 -0.1 -0.2 0.2
H 1.312 6.301 -1.554 0.2 0.2 0.1
H 0.481 5.815 -2.723 -0.1 0.0 -0.2
O -0.945 3.889 2.387 0.2 -0.1 0.1
H -0.823 4.250 1.509 0.1 0.1 -0.3
H -1.882 3.983 2.557 -0.3 0.0 0.1
O 0.021 -0.055 0.314 0.1 -0.2 -0.2
H 0.197 -0.087 1.255 0.1 -0.1 0.3
H -0.523 0.724 0.198 -0.1 0.2 0.0
O 4.771 -3.445 1.849 0.2 0.1 0.1
H 3.863 -3.501 2.147 -0.2 0.0 0.1
H 4.811 -4.026 1.090 0.0 -0.1 -0.2
O -5.588 3.614 2.354 0.2 0.2 0.1
H -6.509 3.451 2.560 -0.2 0.0 0.1
H -5.410 3.059 1.595 0.1 -0.1 -0.2


53
Properties=species:S:1:pos:R:3:forces:R:3 method="wB97M-V/def2-TZVPD" gap_ev="5.421 / 5.421" charge=+3 homo_energy_ev="-16.8 / -16.8"
Ta -0.412 0.726 -0.132 0.6 -1.3 0.4
C 0.339 -4.044 -2.509 0.1 0.0 0.1
C -0.248 -3.144 -3.393 0.0 0.0 -0.1
C -0.159 -1.781 -3.169 0.0 0.2 0.1
C 0.530 -1.316 -2.047 0.0 -0.6 0.1
C 1.113 -2.215 -1.158 0.1 0.3 -0.1
C 1.018 -3.578 -1.392 0.0 -0.1 0.0
N 0.582 0.085 -1.762 -0.8 0.6 1.2
C 1.077 0.965 -2.711 0.3 0.9 -0.4
C 1.928 0.632 -3.761 -0.1 -0.3 0.3
C 2.368 1.626 -4.613 -0.1 0.2 0.0
C 1.953 2.966 -4.472 0.1 -0.1 -0.1
C 1.126 3.326 -3.443 -0.1 0.1 0.2
C 0.700 2.331 -2.543 0.5 -0.5 -0.6
N -0.114 2.513 -1.468 -0.8 0.1 0.7
N -0.619 3.636 -1.182 0.6 0.0 -0.8
C -1.445 3.611 -0.087 -0.6 0.1 0.7
C -2.210 4.731 0.207 0.3 -0.2 -0.2
C -3.083 4.675 1.280 0.0 -0.1 0.1
C -3.162 3.505 2.036 0.0 0.1 -0.1
C -2.375 2.429 1.692 0.0 -0.1 0.1
N -1.519 2.464 0.649 0.4 -0.2 -0.7
H 0.281 -5.106 -2.701 0.0 0.0 0.0
H -0.777 -3.507 -4.264 0.0 0.0 0.0
H -0.620 -1.077 -3.851 0.0 0.0 0.0
H 1.695 -1.827 -0.330 0.0 0.0 0.0
H 1.498 -4.278 -0.720 0.0 0.0 0.0
H 2.251 -0.393 -3.884 0.0 0.0 -0.1
H 3.055 1.371 -5.410 0.0 0.0 0.0
H 2.296 3.708 -5.179 0.0 0.0 0.0
H 0.800 4.349 -3.311 0.0 0.0 0.0
H -2.113 5.602 -0.426 0.0 0.0 0.0
H -3.703 5.527 1.529 0.0 0.0 0.0
H -3.828 3.430 2.884 0.0 0.0 0.0
H -2.413 1.505 2.253 0.0 0.0 0.0
S -3.683 -2.551 0.337 0.4 0.4 0.0
C -2.575 -1.497 0.294 -0.7 -0.6 -0.1
N -1.678 -0.650 0.267 0.6 1.0 -0.3
S 1.248 0.612 1.732 -0.4 0.1 -0.6
C 0.891 -0.814 2.734 0.1 0.1 -0.1
N 1.570 -1.919 2.527 0.0 -0.1 0.0
C 1.388 -3.116 3.366 -0.1 -0.1 0.3
C 1.024 -2.681 4.778 0.1 0.1 -0.1
C -0.173 -1.746 4.746 0.0 -0.3 0.2
N 0.031 -0.702 3.722 -0.1 -0.1 0.1
H 2.337 -1.899 1.873 -0.1 0.1 -0.1
H 2.315 -3.684 3.360 0.0 0.0 -0.1
H 0.603 -3.734 2.926 0.0 0.0 0.0
H 1.879 -2.171 5.226 0.0 0.0 0.0
H 0.796 -3.552 5.389 0.0 0.0 0.0
H -0.293 -1.255 5.710 0.0 0.1 -0.1
H -1.097 -2.281 4.521 0.0 0.0 0.0
H -0.396 0.196 3.880 0.0 0.1 -0.1


21
Properties=species:S:1:pos:R:3:forces:R:3 method="wB97M-V/def2-TZVPD" gap_ev=9.738 homo_energy_ev=-9.3 smiles="C/C=C/C.O.O.O"
C -0.309 2.146 -1.462 -0.7 -0.1 -0.2
C -0.423 0.656 -1.183 -0.2 1.0 0.2
C -1.583 0.010 -1.032 0.9 -0.2 0.2
C -1.688 -1.479 -0.880 0.8 0.3 -0.7
H -1.169 2.680 -1.048 0.2 0.0 0.3
H 0.624 2.599 -1.122 -0.1 -0.1 0.1
H -0.398 2.368 -2.529 0.3 -0.2 -0.1
H 0.539 0.166 -1.060 -0.2 -0.5 -0.2
H -2.532 0.543 -1.021 0.1 0.2 -0.2
H -1.997 -1.866 -1.842 -1.0 -0.2 -0.2
H -0.707 -1.968 -0.842 -0.1 0.3 0.9
H -2.376 -1.730 -0.080 0.0 -0.5 0.0
O -0.309 0.166 2.552 -0.1 -0.4 -0.4
H -0.989 0.066 1.864 0.4 0.1 0.2
H -0.456 1.032 2.930 -0.1 0.3 0.1
O 3.101 0.023 0.791 -0.6 0.6 0.5
H 3.165 -0.431 1.639 0.6 -0.1 0.1
H 2.301 0.550 0.976 0.3 0.1 -0.5
O 1.660 -2.211 0.998 0.1 -0.2 -0.2
H 1.327 -1.778 1.791 -0.2 0.0 -0.1
H 2.220 -1.543 0.560 -0.4 -0.3 0.1


63
Properties=species:S:1:pos:R:3:forces:R:3 method="wB97M-V/def2-TZVPD" gap_ev="2.707 / 2.459" charge=-5 homo_energy_ev="5.5 / 5.8" s2=0.7651 multiplicity=2
Sr -0.122 -8.802 20.220 3.0 0.3 1.3
C 0.461 -12.780 17.689 1.1 6.1 2.6
C 0.806 -12.795 16.346 -1.1 -4.0 1.8
C 1.390 -11.577 15.654 1.9 2.1 -3.7
O 1.647 -11.417 14.372 -1.4 -2.4 1.5
C 1.824 -10.457 16.354 -0.3 0.0 2.2
C 1.618 -10.330 17.745 -1.3 0.3 1.5
C 0.654 -11.458 18.384 -0.9 -0.6 0.6
O 0.062 -11.113 19.459 1.0 -1.4 -2.1
O 1.909 -9.390 18.521 -0.2 -1.3 -1.3
O 0.593 -13.992 15.925 0.8 0.8 -3.0
H 0.040 -13.511 18.364 -0.2 -0.6 -0.7
H 2.233 -9.612 15.820 0.1 -0.1 -0.1
C -2.088 -5.585 21.909 2.6 -1.7 2.1
C -2.178 -4.261 21.683 -4.4 3.1 -3.9
C -1.011 -3.279 22.042 -0.9 5.3 -1.3
O -1.081 -1.980 21.874 -1.6 -2.7 0.3
C 0.214 -3.667 22.487 0.1 -5.3 0.8
C 0.350 -5.116 22.770 0.9 1.3 0.3
C -0.833 -6.179 22.410 -1.6 3.1 -1.4
O -0.665 -7.372 22.403 0.7 -1.7 0.5
O 1.362 -5.509 23.356 -0.4 -0.8 0.1
O -3.296 -3.865 20.957 4.1 -0.5 3.3
H -2.917 -6.223 21.641 0.0 -0.2 -0.2
H 1.028 -3.028 22.798 -0.2 0.1 -0.2
C -0.814 -4.710 18.463 2.2 -2.4 0.4
C -0.473 -3.379 18.503 -4.6 3.5 0.5
C 0.941 -2.840 18.868 -1.9 5.0 -1.6
O 1.165 -1.543 18.832 -0.7 -2.6 0.1
C 1.909 -3.735 19.031 1.7 -3.5 0.3
C 1.698 -5.163 18.916 1.2 -1.2 0.1
C 0.162 -5.688 18.724 0.9 3.2 -0.2
O -0.097 -6.871 18.849 -0.2 -2.6 0.2
O 2.662 -5.998 18.948 -2.4 1.7 -0.2
O -1.543 -2.619 18.387 3.7 -0.4 -0.2
H -1.850 -5.004 18.554 -0.1 0.1 -0.3
H 2.934 -3.416 19.143 0.2 0.1 0.2
F 1.936 -7.674 21.395 -0.2 0.3 -0.2
F 0.794 -10.201 22.483 -0.7 -0.2 -0.4
C -2.006 -9.608 16.558 1.3 0.6 -1.0
O -1.993 -9.481 17.993 -0.7 -0.7 -2.0
C -3.285 -9.732 18.523 0.6 1.8 1.0
C -3.411 -8.889 19.817 0.7 -0.5 0.2
N -2.465 -9.340 20.898 -1.5 -0.4 -0.1
C -2.632 -10.683 21.471 -2.8 0.0 0.4
C -4.053 -10.828 22.040 -1.1 -0.7 1.0
O -4.601 -9.882 23.001 -0.1 0.4 -1.1
C -6.005 -9.983 23.182 1.0 -0.1 0.6
H -0.996 -9.595 16.148 0.4 0.4 0.7
H -2.536 -8.833 16.004 -0.2 1.0 0.7
H -2.362 -10.451 15.966 -0.6 -1.4 1.4
H -3.355 -10.797 18.742 -0.4 -0.2 -0.1
H -4.020 -9.360 17.808 -0.4 -0.3 -0.1
H -4.422 -8.659 20.151 -0.8 -1.3 0.2
H -3.170 -7.827 19.767 0.9 0.1 -1.2
H -2.787 -8.667 21.579 1.1 0.1 1.1
H -1.961 -11.135 22.201 1.0 1.3 -0.3
H -2.790 -11.455 20.717 1.0 0.1 -0.6
H -4.111 -11.775 22.575 0.1 -0.6 0.0
H -4.712 -10.947 21.180 -0.6 0.5 0.0
H -6.282 -9.247 23.937 0.1 0.2 -0.1
H -6.261 -10.945 23.624 -0.1 -0.5 0.0
H -6.642 -9.846 22.308 0.3 0.1 -0.5


20
Properties=species:S:1:pos:R:3:forces:R:3 method="wB97M-V/def2-TZVPD" gap_ev=9.383 homo_energy_ev=-9.9 smiles=FN(Br)C1CCCCC1
F 3.026 1.578 -0.995 -0.5 -1.1 1.0
N 2.841 0.842 0.255 1.9 0.1 -0.8
Br 4.466 -0.398 0.276 -1.7 0.8 -0.2
C 1.534 0.173 0.264 -0.4 1.1 1.3
C 0.523 1.324 0.287 0.5 2.0 -1.4
C -0.955 0.993 0.604 0.7 1.7 -1.9
C -1.476 -0.246 -0.190 0.9 0.5 0.9
C -0.358 -1.354 -0.420 -1.5 3.3 -4.5
C 1.106 -0.864 -0.685 -1.7 0.4 -2.2
H 1.528 -0.184 1.280 0.3 -0.6 0.7
H 0.504 1.695 -0.804 0.3 -0.1 1.6
H 0.926 2.185 0.977 -0.8 -1.6 -1.4
H -1.414 1.955 0.185 -0.1 -1.4 0.8
H -1.046 1.059 1.668 -0.6 -0.7 0.7
H -2.319 -0.669 0.367 0.2 -0.2 -0.2
H -1.905 0.110 -1.147 0.5 -0.3 0.4
H -0.307 -2.008 0.326 -0.2 -2.8 3.2
H -0.803 -1.830 -1.365 1.3 0.0 1.4
H 1.712 -1.738 -0.679 0.8 -0.6 -0.1
H 1.101 -0.406 -1.704 0.3 -0.4 0.6


57
Properties=species:S:1:pos:R:3:forces:R:3 method="wB97M-V/def2-TZVPD" gap_ev=8.677 charge=-1 homo_energy_ev=-6.4
Sc 0.910 2.191 1.087 0.5 1.4 -1.0
O 4.955 3.257 0.894 0.0 0.0 0.1
C 3.740 3.269 0.910 0.1 0.4 -0.1
O 2.928 2.298 0.677 0.6 -0.4 0.0
C 2.979 4.586 1.134 -0.1 -0.3 -0.1
C 3.494 5.867 1.219 0.2 0.0 0.0
C 2.601 6.933 1.241 -0.1 -0.1 0.0
C 1.236 6.698 1.119 -0.1 0.1 0.0
C 0.807 5.386 1.036 -0.1 -0.3 -0.2
N 1.669 4.383 1.085 0.2 0.1 0.1
C -0.602 4.871 0.698 0.2 0.2 -0.1
O -1.537 5.650 0.637 0.0 0.0 0.0
O -0.586 3.614 0.445 -0.2 -0.3 0.0
H 4.564 6.023 1.240 0.0 -0.1 0.0
H 2.972 7.947 1.316 0.0 0.0 0.0
H 0.519 7.504 1.060 0.0 0.0 0.0
O -0.145 1.119 4.780 0.1 0.0 -0.1
C 0.095 1.243 3.605 -0.4 -0.3 0.3
O 0.971 2.025 3.044 0.2 0.2 0.6
C -0.666 0.460 2.494 -0.4 -0.8 -0.1
O -1.066 -0.706 2.580 0.1 0.1 0.1
O -0.735 1.118 1.402 -0.9 -0.2 0.1
S 1.672 -0.448 0.474 -0.2 0.0 -0.1
Sb -0.312 -1.548 0.087 0.4 -0.3 -0.5
C 0.195 -2.625 -1.727 0.1 0.1 0.2
C -0.763 -3.412 -2.358 0.0 0.0 0.1
C -0.470 -4.070 -3.543 -0.1 0.0 0.0
C 0.791 -3.945 -4.111 0.0 0.0 0.0
C 1.755 -3.170 -3.484 0.0 0.0 0.0
C 1.457 -2.514 -2.297 0.0 0.0 0.1
C -0.598 -3.385 1.175 -0.1 0.6 -0.2
C -1.818 -3.906 1.572 0.0 0.1 0.0
C -1.859 -5.157 2.175 -0.1 0.0 0.0
C -0.690 -5.872 2.387 0.0 0.0 0.0
C 0.529 -5.340 1.988 0.0 0.0 0.0
C 0.577 -4.096 1.376 0.0 0.1 -0.1
C -1.757 -0.376 -0.993 0.2 -0.2 0.7
C -1.153 0.597 -1.777 0.1 0.0 -0.1
C -1.932 1.445 -2.545 -0.1 0.0 0.0
C -3.315 1.320 -2.523 0.0 0.0 0.0
C -3.910 0.350 -1.736 -0.1 -0.1 0.0
C -3.133 -0.506 -0.963 0.0 -0.1 0.1
H -1.753 -3.518 -1.923 0.0 0.0 0.0
H -1.225 -4.677 -4.027 0.0 0.0 0.0
H 1.016 -4.443 -5.046 0.0 0.0 0.0
H 2.742 -3.073 -3.921 0.0 0.0 0.0
H 2.205 -1.904 -1.801 0.0 0.0 0.0
H -2.731 -3.345 1.421 0.0 0.0 0.1
H -2.810 -5.576 2.482 0.0 0.0 0.0
H -0.727 -6.846 2.858 0.0 0.0 0.0
H 1.442 -5.898 2.151 0.0 0.0 0.0
H 1.523 -3.678 1.052 0.0 0.0 0.0
H -0.070 0.690 -1.803 -0.1 0.0 0.0
H -1.460 2.203 -3.155 0.0 0.0 0.0
H -3.926 1.988 -3.116 0.0 0.0 0.0
H -4.989 0.256 -1.711 0.0 0.0 0.0
H -3.602 -1.257 -0.340 -0.1 0.0 0.0